# 1
Formula: C19H37NO3PdSSi
Source: the OMol25 dataset
Level of theory: ωB97M-V/def2-TZVPD

2S+1: 3
Kohn-Sham gap (alpha / beta): 1.7976 / 6.2036 eV
charge: -2

The geometry in XYZ format:
```
63
Properties=species:S:1:pos:R:3:forces:R:3
Pd -0.13098 -0.37564 0.30420 0.390 3.447 -0.997
S 2.15627 -0.34517 1.41710 0.057 -0.908 0.197
Si 2.67504 1.28673 2.49808 -0.055 0.123 0.576
O 4.15152 1.85147 2.09367 0.827 0.517 -0.417
O 1.59449 2.54256 2.46877 0.221 0.535 0.606
O 2.98392 0.88891 4.08125 0.037 0.541 -0.085
N 0.66896 1.24973 -0.53358 -2.330 1.052 1.571
C -1.53485 -1.58539 -0.97253 0.548 -0.542 -0.366
C 2.72191 4.71518 2.66580 0.051 0.257 -0.126
C 1.79042 3.61675 4.69837 -0.077 0.118 0.256
C 5.08531 1.79612 1.01821 -0.232 0.046 0.242
C -1.68293 1.15091 -0.05948 0.890 -0.252 0.871
C 0.76001 -1.95111 -1.08365 -0.565 -0.999 0.483
C 5.91026 0.51382 1.12189 0.216 -0.321 0.028
C 1.08683 -0.32806 4.99738 -0.434 -0.095 0.123
C 3.29969 -1.43341 4.61368 0.168 -0.387 0.008
C 1.59957 3.81914 3.19044 0.031 -0.804 -0.312
C 2.60622 -0.11199 4.97886 -0.062 -0.367 0.205
C 0.28061 -2.49656 0.17299 -0.337 -0.977 -0.640
C 3.09226 0.33883 6.36710 0.004 0.079 -0.019
C 4.38954 1.83462 -0.33793 -0.207 -0.077 -0.422
C -0.36146 -1.39848 -1.78223 -0.566 -1.341 0.063
C 5.99528 3.01603 1.17518 0.004 0.126 0.205
C -1.15212 -2.25913 0.25098 0.564 -0.449 0.185
C 0.22422 4.41882 2.89546 0.064 -0.068 -0.014
C -0.54948 2.08082 -0.45257 1.438 0.890 -0.710
H -0.31640 -0.89624 -2.74286 -0.068 -0.006 0.301
H 6.50003 2.98858 2.15829 -0.183 0.031 -0.426
H 5.41001 3.95268 1.11412 0.244 -0.415 0.002
H 2.79615 3.23438 4.92255 -0.381 -0.056 -0.084
H -2.19373 1.40092 0.86043 0.102 0.155 0.323
H -0.36142 2.81273 0.38834 -0.484 -0.082 -1.071
H -2.44803 1.02629 -0.81783 0.215 -0.549 -0.300
H 0.55396 0.59927 5.26447 0.235 -0.204 -0.159
H 2.64536 4.82886 1.57310 0.078 -0.114 0.272
H 6.74623 3.00998 0.37447 -0.049 0.102 0.176
H 3.70572 4.29283 2.92453 -0.342 0.125 -0.177
H 5.26918 -0.37904 1.00004 0.196 0.422 0.079
H 5.12411 1.87915 -1.16201 -0.124 -0.013 0.344
H 3.74365 2.72043 -0.41754 0.057 -0.230 0.078
H 2.97327 -1.79511 3.62217 0.097 0.241 0.449
H -0.57131 3.73600 3.23928 0.302 0.232 -0.106
H 2.62581 1.29538 6.66417 0.083 -0.418 -0.138
H 3.78093 0.92422 -0.46272 0.087 0.406 0.032
H 0.10055 4.57745 1.81163 0.055 -0.031 0.378
H -1.77693 -2.40584 1.13891 0.188 -0.319 -0.653
H 1.80424 -1.98028 -1.41484 -0.602 0.191 0.216
H 1.02811 2.93682 5.10516 0.276 0.015 -0.150
H 1.38680 1.41105 -1.19625 0.228 -0.328 -0.667
H 0.81090 -1.08378 5.75709 0.181 0.218 -0.264
H 3.07588 -2.20340 5.37636 0.049 0.250 -0.268
H 4.39354 -1.29277 4.58604 -0.340 0.025 -0.001
H 4.18549 0.49725 6.35799 -0.421 -0.151 -0.017
H 0.72048 -0.67803 4.01573 0.226 0.211 0.325
H -2.53649 -1.22435 -1.18183 0.323 -0.121 -0.072
H 2.83351 -0.44240 7.09716 0.134 0.279 -0.004
H 0.91196 -2.94127 0.95455 -0.453 0.270 -0.528
H 2.65255 5.72368 3.11175 -0.031 -0.369 -0.088
H 1.68340 4.56764 5.24537 -0.017 -0.109 -0.340
H 6.68067 0.50933 0.32801 -0.248 -0.046 0.299
H 6.41221 0.45756 2.10207 -0.178 0.028 -0.311
H 0.13687 5.37382 3.42160 -0.127 -0.003 -0.080
H -0.75624 2.54835 -1.46779 0.046 0.216 1.123
```
Forces are in eV/Å.

Here are the natural (NBO) charges for atoms 1 to 5, given in e: 0.82, -0.92, 2.17, -0.95, -0.95

=====

# 2
Formula: C9H13O
Source: the OMol25 dataset
Level of theory: ωB97M-V/def2-TZVPD

2S+1: 2
Kohn-Sham gap (alpha / beta): 8.5140 / 9.3613 eV

The geometry in XYZ format:
```
23
Properties=species:S:1:pos:R:3:forces:R:3
O -0.68245 -0.79682 4.62125 1.434 2.091 0.000
C -4.06539 -4.51784 4.62114 0.581 0.433 0.000
C -3.71066 -5.86822 4.62113 0.775 0.127 0.000
C -3.08400 -3.47800 4.62116 0.298 -2.209 0.000
C -1.72944 -3.91628 4.62109 -0.579 0.792 0.000
C -1.36644 -5.26575 4.62109 -0.231 0.407 0.000
C -2.35286 -6.24911 4.62112 -0.343 0.501 0.000
C -4.06390 -1.47201 3.35645 0.194 -0.148 -0.475
C -3.53881 -2.07998 4.62114 -0.198 0.955 0.000
C -4.06386 -1.47200 5.88584 0.193 -0.148 0.475
H -5.06470 -1.90239 3.13023 0.349 0.218 -0.056
H -4.17490 -0.37389 3.41732 0.007 -0.485 0.114
H -4.17493 -0.37389 5.82508 0.007 -0.485 -0.115
H -0.51917 0.19410 4.62107 -0.320 -1.901 0.000
H -2.07038 -7.29397 4.62106 -0.101 -0.016 0.000
H -0.29049 -5.48329 4.62101 -0.589 -0.187 0.000
H -0.93394 -3.16918 4.62103 -0.250 -0.136 0.000
H -5.06466 -1.90240 6.11204 0.348 0.217 0.057
H -3.39745 -1.69518 6.73755 -0.360 0.009 -0.230
H -4.47230 -6.64375 4.62108 0.038 0.200 0.000
H -3.39744 -1.69517 2.50478 -0.361 0.009 0.230
H -5.11933 -4.23919 4.62109 0.172 -0.087 0.000
H -1.62623 -0.89086 4.62113 -1.066 -0.156 0.000
```
Forces are in eV/Å.

Here are the natural (NBO) charges for atoms 1 to 5, given in e: -0.95, -0.15, -0.24, -0.13, -0.19

=====

# 3
Formula: C12H44O10
Source: the OMol25 dataset
Level of theory: ωB97M-V/def2-TZVPD

structure (SMILES): CCO.CCO.CCO.CCO.CCO.CCO.O.O.O.O
Kohn-Sham gap: 9.6055 eV

The geometry in XYZ format:
```
66
Properties=species:S:1:pos:R:3:forces:R:3
O 1.06394 -5.43657 -0.25155 -0.137 -0.706 -0.283
O -1.05015 -0.81989 2.68383 0.290 0.140 0.491
O -3.11952 -2.37289 1.30339 -0.079 0.146 0.615
O -0.47630 1.89256 3.36596 0.519 0.331 0.648
O 3.65130 -0.64080 -0.16056 -0.035 -0.104 0.626
O 0.27778 -0.29272 -2.97816 -2.024 -0.334 -0.706
O -2.14835 -2.31541 -1.38231 0.023 0.052 0.064
O -0.24302 2.63130 -4.70903 0.151 0.247 0.166
O -1.48009 0.20043 -0.29583 0.170 0.148 -0.422
O -1.87079 2.60839 0.80699 -1.353 -0.546 0.249
C 0.92260 -4.05360 -0.49785 1.352 0.162 1.069
C -1.09238 3.37302 -3.84889 -1.796 -1.314 -0.179
C -0.37829 -1.21436 3.91561 -0.596 0.445 -1.366
C 3.37811 -0.53053 1.26435 -0.505 1.284 -1.363
C 0.27724 3.28446 0.19671 0.235 0.756 -0.509
C -1.20961 3.68360 0.24081 1.756 0.349 0.640
C 0.32442 -3.43682 0.74746 -0.814 0.949 -0.427
C 2.37186 0.67039 -3.14048 1.172 -0.873 -0.857
C 2.29393 0.62839 1.45533 1.392 -1.821 0.184
C 1.47877 -0.22801 -2.30476 0.706 1.329 0.029
C -1.18695 -1.01338 5.18123 0.109 -0.338 0.078
C -2.02071 2.37256 -3.15246 -0.357 -0.746 0.802
H 3.34819 0.82628 -2.68158 -0.076 0.264 0.262
H -1.86394 3.92517 -4.38546 0.534 0.752 -0.594
H -1.53763 3.92948 -0.76917 -0.283 0.053 -0.041
H -3.32005 -3.28288 1.52234 -0.125 -0.224 0.161
H 0.24343 3.21732 -5.29346 -0.019 0.173 0.020
H -0.38941 0.95159 3.21351 -0.293 -0.043 -0.250
H -2.17677 -3.21660 -1.70370 0.195 -0.369 -0.090
H -0.46438 -1.09783 5.99293 -0.205 -0.204 0.298
H -2.61446 -1.80866 -2.04728 -0.345 0.150 -0.360
H -1.74972 -0.64046 -0.66519 -0.021 -0.218 0.100
H -1.39830 0.03485 0.64338 0.213 -0.203 0.722
H 3.05185 -1.53183 1.54553 -0.328 0.252 0.242
H 1.91082 -5.74231 -0.58458 -0.060 -0.013 -0.087
H 1.46772 0.36455 0.79513 -0.220 0.094 0.367
H 4.02238 0.21214 -0.39805 0.060 0.044 -0.290
H 0.92970 -3.48636 1.65260 0.360 -0.346 -0.312
H -1.77207 1.89044 0.17739 -0.289 -0.506 -0.095
H -1.94168 -1.79599 5.25868 0.037 -0.088 0.192
H 1.95441 1.59822 -3.53160 -0.431 0.065 0.801
H 2.01889 0.69079 2.50821 -0.327 0.084 -0.118
H -1.55681 1.60282 -2.53570 0.487 0.472 0.335
H -2.65650 1.74303 -3.77501 0.380 0.301 -1.066
H -1.40575 4.52054 0.91101 0.196 0.237 -0.188
H -0.99150 2.20931 2.62402 -0.398 0.080 -0.490
H 0.52500 -0.60445 3.90232 0.140 -0.206 0.265
H 4.34380 -0.33652 1.73115 -0.188 0.173 0.516
H 1.83867 -1.25004 -2.18635 0.682 0.198 0.352
H 1.91327 -3.60912 -0.59327 0.256 0.117 -0.097
H -1.70488 -0.06393 5.31686 0.299 0.167 -0.520
H -1.74620 -1.45288 2.49294 -0.449 -0.220 -0.146
H -0.65683 -3.82961 1.01382 -0.061 -0.196 -0.167
H 0.18811 -2.37586 0.53798 -0.134 0.227 0.138
H 2.62369 0.15240 -4.06587 -0.011 -0.319 -0.162
H -2.80246 2.87763 -2.58512 0.338 0.367 0.463
H -2.76069 -2.41282 0.41690 0.157 0.067 -0.563
H -0.36013 -0.56715 -2.31531 -0.253 -0.020 -0.152
H 0.45865 -3.82457 -1.45723 -0.708 -0.104 0.147
H -0.12547 -2.26158 3.74977 0.347 -0.075 0.525
H 0.64103 2.79042 1.09765 -0.420 0.112 0.127
H 0.42689 2.60318 -0.64088 0.032 -0.176 -0.069
H -0.59300 4.03920 -3.14538 0.287 -0.157 0.023
H 1.31029 0.28158 -1.35606 0.196 -0.387 0.400
H 2.67517 1.60257 1.14916 0.237 -0.100 -0.037
H 0.93259 4.13796 0.02305 0.033 0.167 -0.108
```
Forces are in eV/Å.

Here are the natural (NBO) charges for atoms 1 to 5, given in e: -0.73, -0.79, -0.96, -0.97, -0.73